(1)
{"formula": "C28H30CdFN5O5", "method": "ωB97M-V/def2-TZVPD", "symbols": ["Cd", "C", "C", "O", "C", "C", "C", "N", "N", "C", "O", "C", "C", "C", "C", "C", "C", "H", "H", "H", "H", "H", "H", "H", "H", "H", "H", "H", "H", "C", "C", "N", "C", "C", "C", "O", "O", "C", "O", "C", "C", "C", "F", "C", "C", "C", "N", "C", "C", "N", "C", "C", "H", "H", "H", "H", "H", "H", "H", "H", "H", "H", "H", "H", "H", "H", "H", "H", "H", "H"], "xyz": [[-0.55502, 2.85585, 0.22978], [-3.94447, 0.02202, -0.00257], [-3.20037, 1.34887, -0.01934], [-1.96200, 1.26226, -0.34896], [-3.93201, 2.47679, 0.30471], [-3.47121, 3.83611, 0.31600], [-4.45932, 4.95314, 0.10961], [-2.21817, 4.12318, 0.44924], [-1.80453, 5.44119, 0.33016], [-0.72503, 5.54658, -0.41648], [-0.17898, 4.58931, -1.07703], [-0.11673, 6.90617, -0.49087], [-0.74884, 8.02816, 0.03875], [-0.14887, 9.27379, -0.04950], [1.09123, 9.41420, -0.66022], [1.72526, 8.29807, -1.18693], [1.12354, 7.05162, -1.10462], [-3.68891, -0.56403, -0.88774], [-5.02389, 0.15855, 0.03862], [-3.63782, -0.54072, 0.88418], [-4.99495, 2.33561, 0.44910], [-5.46852, 4.56705, -0.02058], [-4.16730, 5.51717, -0.77700], [-4.43115, 5.64680, 0.95088], [-1.71138, 7.90889, 0.51711], [-0.64539, 10.14368, 0.36406], [1.56010, 10.38884, -0.72248], [2.69528, 8.39949, -1.65868], [1.60365, 6.16844, -1.50408], [4.49613, -2.92235, 1.58401], [4.17143, -2.37769, 0.19404], [2.97123, -1.55198, 0.21058], [3.11740, -0.19221, 0.34653], [2.13314, 0.67254, 0.65972], [2.49300, 2.17426, 0.69565], [3.68963, 2.43216, 0.57990], [1.52777, 2.98348, 0.80068], [0.82931, 0.15063, 1.00279], [-0.07117, 0.76479, 1.55803], [0.62904, -1.25584, 0.60442], [-0.66531, -1.75083, 0.55347], [-0.89843, -3.06588, 0.25176], [-2.19125, -3.48241, 0.21787], [0.15126, -3.95399, -0.00159], [1.44309, -3.43919, -0.00250], [1.70661, -2.09409, 0.27661], [-0.01594, -5.34238, -0.30876], [-1.36252, -5.89385, -0.46713], [-1.21895, -7.35354, -0.93995], [0.11905, -7.45477, -1.59970], [1.18895, -7.42289, -0.55541], [0.81717, -6.28954, 0.42081], [5.41116, -3.51550, 1.56548], [3.68115, -3.54581, 1.95613], [4.63216, -2.09416, 2.27920], [4.05563, -3.19132, -0.52320], [4.99027, -1.75337, -0.15693], [4.10900, 0.21243, 0.17918], [-1.48012, -1.06115, 0.74712], [2.25662, -4.09382, -0.28358], [-1.89257, -5.31820, -1.22050], [-1.95149, -5.86624, 0.45408], [-2.00431, -7.62020, -1.64207], [-1.23481, -8.06042, -0.11335], [0.23144, -6.58819, -2.13702], [0.20384, -8.26253, -2.21126], [2.13913, -7.23664, -1.05229], [1.22717, -8.39017, -0.05869], [1.71648, -5.81042, 0.79020], [0.28443, -6.69578, 1.29057]], "forces_ev_per_a": [[0.73, -0.97, 0.07], [0.03, 0.10, -0.02], [-0.30, 0.14, -0.03], [-0.14, -0.29, -0.07], [0.03, -0.29, -0.02], [0.24, 0.31, 0.05], [0.01, -0.08, 0.00], [-0.67, 0.33, -0.10], [0.02, 0.52, 0.07], [-0.56, -0.35, -0.08], [0.19, 0.59, 0.01], [0.15, 0.11, -0.14], [-0.03, 0.01, 0.00], [0.02, 0.05, 0.02], [0.00, -0.02, -0.01], [0.04, 0.06, 0.01], [-0.04, -0.05, 0.00], [0.05, 0.02, 0.01], [0.00, -0.02, 0.02], [-0.02, -0.04, -0.04], [0.01, 0.00, 0.02], [0.00, -0.03, 0.02], [-0.05, 0.05, 0.02], [0.03, 0.02, -0.03], [0.01, -0.04, 0.00], [-0.02, -0.02, 0.00], [0.00, 0.00, 0.00], [-0.01, -0.01, 0.00], [-0.02, -0.01, 0.01], [-0.06, 0.04, -0.12], [0.01, -0.13, 0.21], [0.16, 0.19, -0.03], [-0.05, -0.15, -0.06], [-0.07, 0.41, 0.12], [0.19, -0.34, -0.21], [-0.10, 0.07, 0.13], [0.24, -0.03, 0.07], [0.19, 0.05, -0.12], [-0.09, -0.05, 0.17], [0.02, -0.25, -0.01], [-0.01, 0.06, 0.03], [0.00, 0.07, 0.07], [0.02, -0.18, 0.01], [0.08, 0.16, -0.03], [0.04, -0.10, -0.09], [-0.25, 0.01, 0.07], [-0.08, -0.08, 0.02], [0.10, 0.10, -0.04], [-0.25, 0.18, 0.15], [-0.05, 0.02, 0.00], [0.23, 0.15, 0.35], [-0.12, -0.06, -0.01], [-0.01, 0.00, -0.01], [0.01, 0.00, 0.02], [0.02, -0.03, 0.02], [0.02, 0.05, -0.08], [-0.03, 0.02, -0.07], [0.02, -0.03, 0.05], [0.03, -0.04, 0.00], [0.00, -0.01, 0.03], [-0.04, 0.06, 0.01], [0.00, -0.07, -0.01], [0.07, -0.03, -0.07], [0.08, -0.06, -0.04], [0.05, -0.07, -0.11], [0.00, -0.03, -0.03], [-0.04, 0.00, -0.08], [-0.05, -0.05, -0.09], [0.02, 0.00, 0.00], [0.02, 0.01, 0.02]], "e_above_lowest_kj_mol": 257.0, "orbital_gap_ev": 3.7, "homo_ev": -5.59, "mol_weight_g_mol": 648.0, "total_charge": 0}

(2)
{"formula": "C34H55BrN3OP2Re", "method": "ωB97M-V/def2-TZVPD", "symbols": ["C", "C", "C", "C", "C", "H", "H", "H", "N", "P", "P", "C", "H", "H", "C", "O", "C", "H", "C", "C", "C", "C", "C", "H", "H", "H", "C", "H", "H", "H", "C", "H", "H", "H", "C", "H", "H", "H", "C", "H", "H", "H", "C", "H", "H", "H", "C", "H", "H", "H", "C", "H", "H", "H", "C", "H", "H", "H", "C", "H", "H", "H", "C", "H", "H", "H", "C", "H", "H", "H", "Re", "N", "C", "C", "C", "C", "C", "H", "H", "H", "H", "H", "H", "H", "H", "H", "Br", "C", "C", "C", "C", "N", "C", "H", "H", "H", "H"], "xyz": [[2.22702, -1.34869, -0.91865], [1.23897, 0.52143, -1.96281], [3.16831, -1.44573, -1.94146], [2.10114, 0.42264, -3.04970], [3.09358, -0.56898, -3.01665], [3.91519, -2.23885, -1.87153], [1.99551, 1.11076, -3.88693], [3.78170, -0.67089, -3.85628], [1.38217, -0.30475, -0.90770], [0.31175, -2.40703, 0.87151], [-0.22291, 2.13510, -0.04598], [2.04956, -2.38622, 0.17955], [2.30361, -3.38294, -0.22191], [2.75988, -2.19515, 1.00740], [-1.73619, -0.32441, 1.82777], [-2.63880, -0.47136, 2.58365], [0.02454, 1.40522, -1.87081], [0.06364, 2.22548, -2.58892], [-1.83898, 3.17331, -0.14583], [1.22305, 3.34742, 0.15423], [-0.57373, -3.55892, -0.38880], [0.45680, -3.32204, 2.54129], [-3.01885, 2.36103, 0.42389], [-2.95088, 2.24544, 1.51539], [-3.95196, 2.90640, 0.19488], [-3.09890, 1.36326, -0.02885], [-1.73801, 4.47229, 0.65986], [-1.52993, 4.28759, 1.71927], [-0.98884, 5.15529, 0.24946], [-2.70986, 4.98578, 0.60087], [-2.17611, 3.52902, -1.60222], [-2.97828, 4.28631, -1.59379], [-1.33666, 3.97159, -2.15245], [-2.55430, 2.65608, -2.15512], [1.15318, 3.90896, 1.60057], [0.56270, 3.26205, 2.26523], [2.16227, 3.96223, 2.03339], [0.72728, 4.92129, 1.63556], [2.54775, 2.59622, -0.03603], [2.56210, 1.64439, 0.49620], [2.75529, 2.40519, -1.09504], [3.36775, 3.20414, 0.37408], [1.14921, 4.45940, -0.92180], [0.45366, 4.23970, -1.74196], [0.90525, 5.43764, -0.48575], [2.13830, 4.56562, -1.39069], [-0.96688, -3.56714, 3.06371], [-0.88638, -4.08137, 4.03273], [-1.51373, -2.62764, 3.22547], [-1.56101, -4.20070, 2.39292], [1.20645, -2.47884, 3.57927], [2.23267, -2.25294, 3.26371], [0.69077, -1.54270, 3.81299], [1.27068, -3.06628, 4.50983], [1.23330, -4.64825, 2.42141], [2.06782, -4.59589, 1.70998], [1.66786, -4.88093, 3.40371], [0.58667, -5.49695, 2.17541], [-0.09545, -3.25876, -1.81508], [0.95041, -3.55302, -1.97236], [-0.70613, -3.84004, -2.52367], [-0.20016, -2.19928, -2.06974], [-2.09725, -3.31050, -0.24795], [-2.46352, -2.64406, -1.04097], [-2.62596, -4.27539, -0.32937], [-2.38123, -2.84998, 0.71251], [-0.26743, -5.04408, -0.15724], [0.81332, -5.24945, -0.16400], [-0.73376, -5.43426, 0.75633], [-0.70168, -5.60892, -0.99751], [-0.28114, -0.13768, 0.63149], [-1.40714, -0.26442, -0.92544], [-1.21919, 0.44895, -1.98337], [-2.00882, 0.30365, -3.31613], [-1.54855, 1.31680, -4.36369], [-1.69050, -1.07345, -3.89544], [-3.53128, 0.44310, -3.07021], [-1.72623, 2.35036, -4.05227], [-0.48501, 1.17240, -4.58475], [-2.10940, 1.15454, -5.29392], [-2.03518, -1.88228, -3.24025], [-2.17894, -1.20920, -4.87183], [-0.60913, -1.16613, -4.05786], [-3.98701, 1.13082, -3.79976], [-4.03641, -0.52440, -3.20004], [-3.77520, 0.80925, -2.06514], [0.33155, 2.40200, 6.08451], [1.19485, 1.53811, 4.61848], [2.56025, 1.29313, 4.65003], [3.14343, 0.70666, 3.53273], [2.35875, 0.33845, 2.44253], [1.01916, 0.53243, 2.43457], [0.43214, 1.14809, 3.50179], [3.13908, 1.57374, 5.52395], [4.21173, 0.51723, 3.47215], [2.81603, -0.11099, 1.55934], [-0.63522, 1.35390, 3.47010]], "forces_ev_per_a": [[0.18, 0.09, 0.16], [0.42, -0.02, -0.01], [-0.09, -0.37, 0.29], [-0.22, -0.03, 0.32], [-0.03, 0.26, -0.07], [-0.23, 0.22, -0.31], [0.06, -0.26, 0.12], [-0.11, 0.06, 0.25], [-1.37, -0.49, 0.87], [1.35, -3.28, -0.64], [0.70, 2.20, -2.59], [0.62, 0.21, 0.12], [-0.13, 0.38, 0.22], [-0.28, -0.14, -0.30], [-6.81, -1.34, 5.87], [4.36, 0.80, -3.76], [-0.61, 0.40, 0.71], [-0.20, -0.33, -0.11], [-0.64, -0.19, 0.00], [-0.10, -0.15, 0.22], [-0.27, 0.10, 0.08], [-0.19, 0.13, 0.35], [-0.06, -0.16, 0.00], [-0.03, 0.10, -0.22], [0.37, -0.24, 0.18], [-0.09, 0.29, 0.09], [0.22, 0.14, 0.20], [-0.05, 0.10, -0.19], [-0.24, -0.13, 0.16], [0.24, -0.25, -0.01], [0.01, -0.05, -0.31], [0.24, -0.33, 0.04], [-0.34, -0.11, 0.12], [0.13, 0.36, 0.19], [0.06, 0.09, 0.24], [0.13, 0.32, -0.08], [-0.25, 0.00, -0.16], [0.13, -0.45, 0.01], [0.15, -0.21, -0.02], [0.08, 0.15, -0.11], [0.02, 0.04, 0.25], [-0.25, -0.07, -0.25], [0.28, 0.22, -0.21], [0.24, 0.20, 0.30], [-0.05, -0.36, -0.23], [-0.26, 0.02, 0.17], [-0.14, -0.10, -0.07], [-0.08, 0.14, -0.26], [0.14, -0.29, 0.07], [0.15, 0.12, 0.22], [0.08, 0.31, 0.03], [-0.15, -0.08, 0.12], [0.06, -0.13, 0.01], [-0.05, 0.23, -0.35], [0.07, -0.36, -0.04], [-0.19, -0.13, 0.21], [-0.10, 0.17, -0.24], [0.33, 0.33, -0.02], [0.11, 0.37, -0.02], [-0.26, -0.03, 0.01], [0.15, 0.19, 0.26], [0.03, -0.26, -0.02], [-0.20, -0.01, -0.12], [0.07, -0.20, 0.24], [0.11, 0.46, 0.03], [0.03, -0.28, -0.26], [0.04, -0.25, 0.17], [-0.38, -0.04, 0.09], [0.23, 0.10, -0.35], [0.09, 0.26, 0.21], [2.16, 0.72, -0.31], [0.61, 1.05, -0.97], [-0.05, -0.05, -0.77], [-0.16, 0.42, 0.22], [0.13, 0.25, -0.01], [0.18, -0.65, 0.04], [-0.46, -0.16, 0.09], [0.08, -0.11, -0.14], [-0.13, 0.14, -0.12], [0.17, 0.00, 0.29], [0.09, 0.19, -0.15], [0.07, 0.24, 0.33], [-0.15, -0.17, -0.02], [0.25, -0.19, 0.28], [0.16, 0.26, 0.13], [0.01, -0.08, -0.26], [0.32, -0.40, -0.71], [-1.03, 0.07, -0.04], [0.01, -0.06, -0.25], [-0.01, -0.19, -0.42], [-0.31, 0.29, 0.60], [-0.20, 0.10, -0.21], [1.19, -0.19, 0.15], [0.02, -0.04, -0.14], [-0.15, 0.08, 0.17], [-0.24, 0.11, 0.34], [0.19, -0.12, 0.00]], "e_above_lowest_kj_mol": 0.0, "orbital_gap_ev": [8.5, 5.0], "multiplicity": 4, "homo_ev": [-17.31, -17.31], "mol_weight_g_mol": 849.9, "total_charge": 3}